ORCA calculation (ωB97M-V with the def2-TZVPD basis set) on C33H37AsBN6OSr as an isolated structure.

Geometry (Å):
1 Sr 0.794446 0.799325 -0.731270
2 C -1.406191 -4.875206 0.848311
3 C -1.847118 -3.619443 0.202011
4 C -3.083482 -3.356414 -0.365704
5 C -2.953959 -2.073475 -0.920799
6 N -1.741011 -1.594817 -0.693468
7 N -1.049586 -2.540725 0.003281
8 B 0.303750 -1.959324 0.427260
9 N 1.693424 -2.412123 -0.073683
10 N 2.316650 -1.381978 -0.761046
11 C 3.530097 -1.821495 -1.100013
12 C 3.728376 -3.118683 -0.629938
13 C 2.547078 -3.456227 0.005875
14 C 2.203630 -4.744503 0.651771
15 C 4.467037 -0.965011 -1.831540
16 C 5.825584 -1.277559 -1.865818
17 C 6.721574 -0.462328 -2.536767
18 C 6.278940 0.678073 -3.186640
19 C 4.928668 0.995553 -3.170203
20 C 4.035318 0.178433 -2.501495
21 N 0.304238 -1.249222 1.822537
22 N 0.408796 0.115246 1.704082
23 C 0.404172 0.611746 2.943039
24 C 0.301837 -0.417205 3.879957
25 C 0.252553 -1.576971 3.124016
26 C 0.136752 -2.976071 3.602266
27 C 0.467424 2.053405 3.181114
28 C -0.111737 2.591101 4.331547
29 C -0.079185 3.953534 4.568679
30 C 0.538324 4.806264 3.668091
31 C 1.121615 4.285622 2.523943
32 C 1.084049 2.922380 2.282373
33 C -3.941946 -1.303079 -1.676252
34 C -3.540493 -0.469123 -2.718448
35 C -4.478511 0.246001 -3.446749
36 C -5.824909 0.141664 -3.142945
37 C -6.233801 -0.687448 -2.109490
38 C -5.301664 -1.407790 -1.381492
39 H -2.275872 -5.460352 1.139424
40 H -0.828736 -5.476725 0.147244
41 H -0.794895 -4.711148 1.732914
42 H -3.924692 -4.019874 -0.411440
43 H 0.213746 -1.027033 -0.249531
44 H 4.591346 -3.744063 -0.748619
45 H 3.106776 -5.325030 0.831264
46 H 1.701336 -4.602319 1.596679
47 H 1.556781 -5.333062 0.007969
48 H 6.189973 -2.154957 -1.352646
49 H 7.770960 -0.718255 -2.548015
50 H 6.980309 1.311625 -3.711248
51 H 4.569821 1.871596 -3.691517
52 H 2.972993 0.417787 -2.554771
53 H 0.281800 -0.344353 4.950205
54 H 0.049569 -2.988578 4.685658
55 H -0.751305 -3.456901 3.193649
56 H 1.011721 -3.557725 3.334655
57 H -0.605902 1.937653 5.037543
58 H -0.535842 4.351096 5.462095
59 H 0.573677 5.867639 3.866123
60 H 1.632677 4.934849 1.826086
61 H 1.552766 2.558844 1.372151
62 H -2.489475 -0.424071 -2.986526
63 H -4.156352 0.864118 -4.274294
64 H -6.556207 0.690998 -3.719418
65 H -7.282914 -0.778683 -1.869270
66 H -5.627255 -2.045893 -0.570721
67 C -2.018549 3.139171 0.376992
68 As -1.102146 3.800161 -1.184056
69 C -0.725140 5.671149 -0.931883
70 C -2.249849 3.560447 -2.702611
71 O 0.321548 2.938873 -1.390365
72 H -3.020539 3.566708 0.420472
73 H -1.455627 3.410975 1.270756
74 H -2.118867 2.050759 0.323579
75 H -1.655013 6.209476 -0.746747
76 H -0.238964 6.066411 -1.825328
77 H -0.059719 5.776262 -0.074151
78 H -3.066894 4.278402 -2.659886
79 H -2.660839 2.551593 -2.681881
80 H -1.676910 3.710285 -3.616964

Atoms 1-3, force components in eV/Å:
0.7 -0.2 0.0
0.1 -0.3 0.1
-0.3 0.2 0.0

Summary:
* energy: -108159.36945 eV
* orbital gap: 8.18 eV
* relative energy (zero: lowest compared OMol25 entry of this formula, charge and spin): 184.53 kJ/mol
* charge: +1
* LUMO level: -2.318 eV